# 1
The following is a DFT calculation (ωB97M-V with the def2-TZVPD basis set) of C15H24MnN2O9 as an isolated structure.

Expectation value of S² = 8.75
HOMO level (alpha / beta) = -0.2 / -0.2 eV
Largest force on an atom = 9.176 eV/A
ΔE to the lowest compared entry with this formula, charge and spin = 10.8 kcal per mole
Multiplicity = 6
Gap between HOMO and LUMO (alpha / beta) = 3.88 / 3.88 eV
Total charge = -2

```
51
Properties=species:S:1:pos:R:3:forces:R:3
Mn -0.29041 -0.18515 0.84536 1.82 1.19 2.61
C 0.20665 -0.40511 3.36671 1.16 5.31 2.67
O -0.50760 0.51324 2.91194 -5.39 3.22 -1.81
O 0.56504 -1.13163 2.45421 2.86 -7.57 -4.33
O 0.73021 -0.19767 4.46333 0.78 -2.27 2.53
C 1.52624 4.77209 0.79871 -1.47 -4.10 2.25
C 1.32444 3.36828 1.16661 -1.40 0.21 1.43
C 1.60957 2.22962 0.10913 1.61 3.65 -2.58
O 1.34436 1.06237 0.37999 -0.17 -1.56 -0.08
C 2.18795 2.71616 -1.18359 -1.99 -5.13 4.44
C 2.32072 4.01184 -1.44420 1.75 3.30 -4.39
C 1.95092 5.07912 -0.43175 1.95 4.25 -0.95
O 2.21376 6.33124 -0.63418 -0.36 -1.57 -1.23
O 2.80067 4.33023 -2.61411 -0.96 0.24 2.30
O 0.83584 2.97566 2.25690 0.97 0.77 -1.65
H 1.24508 5.51905 1.52631 0.17 0.08 -0.02
H 2.51163 1.94402 -1.86581 0.00 0.05 -0.35
C -4.02879 1.63613 -0.22798 -0.91 -0.53 -1.02
C -2.88307 0.88949 0.46274 -2.79 0.12 0.94
C -3.28914 -0.61717 0.61059 -0.33 1.50 -0.38
O -2.21957 -1.29962 1.07951 1.62 -1.53 1.49
C -2.43282 -2.65048 1.47316 0.36 0.08 -0.97
N -1.65181 1.08238 -0.24784 -0.99 0.31 -0.70
H -4.91154 1.74082 0.40281 0.13 0.31 0.17
H -4.40120 1.11639 -1.11076 -0.05 -0.82 -0.14
H -3.78765 2.56575 -0.74349 0.45 0.50 0.90
H -2.84536 1.38010 1.43535 0.71 -0.56 0.33
H -3.54283 -1.02286 -0.36877 -0.49 0.03 -0.55
H -4.12645 -0.75945 1.29380 -0.41 0.36 -0.04
H -3.26975 -2.76879 2.16139 -0.02 0.15 0.06
H -1.52034 -3.09579 1.86963 0.07 0.70 0.42
H -2.59664 -3.20422 0.54870 -0.59 -0.39 -0.17
H -1.63805 2.09016 -0.31357 1.18 0.46 0.15
H -1.93122 0.83333 -1.18592 0.59 -0.31 -0.75
C 0.32878 -3.46427 -2.06664 0.43 -0.26 0.02
C 0.57303 -2.70506 -0.76423 0.38 -2.13 0.55
C 2.07209 -2.54207 -0.34294 -1.30 0.31 -0.51
O 2.74770 -1.77886 -1.34142 -0.16 -0.73 -0.29
C 4.12986 -1.68260 -1.06166 -0.05 0.42 0.32
N -0.02764 -1.41506 -0.92188 0.30 0.19 -0.61
H 0.51040 -4.53901 -2.05969 1.03 0.02 0.13
H 0.93378 -2.87988 -2.75986 -0.15 -0.66 -0.79
H -0.72242 -3.51183 -2.35093 -0.25 0.84 0.00
H 0.05946 -3.26629 0.01637 0.18 0.18 0.49
H 2.53049 -3.52325 -0.21950 0.10 -0.20 -0.06
H 2.04715 -2.02835 0.61809 0.23 0.18 0.23
H 4.23924 -1.05387 -0.17801 0.32 -0.07 0.17
H 4.69755 -1.23087 -1.87516 -0.54 0.21 -0.22
H 4.58167 -2.66295 -0.91039 -0.08 -0.29 0.27
H -0.85146 -1.56870 -1.48564 -0.35 0.31 -0.03
H 0.65144 -0.99659 -1.54142 0.06 1.20 -0.24
```
Positions in Å, forces in eV/Å.

# 2
The following is a DFT calculation (ωB97M-V with the def2-TZVPD basis set) of one molecule with the formula C15H24N2O4.

HOMO level = -8.5 eV
Largest force on an atom = 1.323 eV/A
ΔE to the lowest compared entry with this formula, charge and spin = 105.2 kcal per mole
SMILES = CCCN(CCC)C[C@H](O)COc1ccc([N+](=O)[O-])cc1
Gap between HOMO and LUMO = 8.11 eV
Total charge = 0

```
45
Properties=species:S:1:pos:R:3:forces:R:3
C 3.04009 3.75478 0.20410 -0.09 -0.17 -0.15
C 2.58730 2.39134 -0.30106 0.07 -0.11 0.29
C 2.60870 1.35137 0.82979 -0.01 0.14 -0.22
N 2.16804 0.01015 0.49223 -0.08 -0.04 0.01
C 3.00466 -0.69773 -0.46594 0.21 -0.09 0.28
C 4.42159 -0.93721 0.05127 -0.14 -0.05 -0.25
C 5.14605 -1.96945 -0.80422 -0.03 0.19 0.15
C 0.76203 -0.06675 0.15129 0.07 -0.37 0.16
C 0.19440 -1.47077 0.44348 -0.63 0.51 0.25
O 0.33779 -2.35933 -0.63541 -0.04 -0.33 -0.47
C -1.28461 -1.38625 0.85425 0.48 -0.32 0.26
O -1.97940 -0.75288 -0.20852 0.11 0.08 -0.16
C -3.30382 -0.53643 -0.10165 -0.46 0.12 -0.12
C -3.90256 0.11112 -1.19221 0.21 -0.14 0.22
C -5.24845 0.38226 -1.19000 -0.27 -0.01 0.14
C -6.02102 0.00834 -0.09186 1.29 -0.30 0.09
N -7.42645 0.28910 -0.08290 -0.59 0.10 0.02
O -7.89751 0.84898 -1.05211 -0.14 0.11 -0.17
O -8.06500 -0.04945 0.89325 -0.18 -0.04 0.17
C -5.44002 -0.63423 0.99433 -0.43 0.20 -0.22
C -4.08802 -0.90694 0.99318 0.43 -0.04 -0.10
H 3.02717 4.48565 -0.60123 0.03 0.12 0.00
H 2.38319 4.10627 0.99703 -0.04 0.09 0.10
H 4.05184 3.69779 0.59980 0.12 0.06 0.06
H 3.24880 2.06903 -1.10705 -0.05 -0.03 -0.09
H 1.57597 2.47089 -0.70580 -0.01 -0.05 -0.09
H 3.62340 1.27454 1.22468 0.00 0.09 0.08
H 1.96898 1.70344 1.64570 0.08 0.04 0.03
H 3.04786 -0.17872 -1.43910 -0.04 -0.07 -0.03
H 2.53538 -1.66887 -0.63278 0.07 0.08 -0.12
H 4.99236 -0.00704 0.04288 0.03 0.05 0.10
H 4.35964 -1.28878 1.08235 0.00 0.07 0.07
H 6.15788 -2.12626 -0.43795 0.10 -0.07 -0.04
H 5.20372 -1.63498 -1.83804 0.04 -0.03 -0.14
H 4.61962 -2.92073 -0.78195 -0.02 -0.13 -0.03
H 0.56315 0.17584 -0.90712 -0.07 0.05 0.08
H 0.22666 0.65761 0.76795 -0.03 0.07 -0.04
H 0.76198 -1.91259 1.26794 -0.11 0.13 -0.01
H -0.18575 -2.01967 -1.37206 0.03 -0.03 0.03
H -1.38725 -0.81089 1.78120 -0.04 0.01 -0.06
H -1.67414 -2.40048 1.00716 0.01 0.12 0.00
H -3.27972 0.38951 -2.02696 0.06 0.04 -0.10
H -5.72246 0.88020 -2.02161 0.01 0.01 -0.03
H -6.06062 -0.91433 1.83174 0.00 -0.01 0.02
H -3.65149 -1.40746 1.84191 0.05 -0.04 0.06
```
Positions in Å, forces in eV/Å.

# 3
The following is a DFT calculation (ωB97M-V with the def2-TZVPD basis set) of C15H24N3O3ReS2SbSe3Te as an isolated structure.

Expectation value of S² = 3.78
HOMO level (alpha / beta) = -7.4 / -7.7 eV
Largest force on an atom = 1.366 eV/A
ΔE to the lowest compared entry with this formula, charge and spin = 13.9 kcal per mole
Multiplicity = 4
Gap between HOMO and LUMO (alpha / beta) = 7.09 / 6.12 eV
Total charge = 0

```
53
Properties=species:S:1:pos:R:3:forces:R:3
Re -0.39996 1.47375 0.43439 -0.14 -0.98 -0.94
Se 0.47412 0.78669 2.60364 0.36 -0.11 0.78
Se -0.82444 1.78573 4.27851 -0.09 0.20 -0.01
Te -0.94913 4.10091 3.34026 0.08 -0.15 0.01
Se -1.73682 3.37586 1.04408 -0.21 0.55 0.01
C -2.07528 2.20771 -3.36655 0.00 0.09 0.00
C -1.56922 1.09238 -2.46918 0.05 0.11 0.08
C -0.89075 -0.00387 -3.26767 0.15 -0.02 -0.04
O -0.65096 1.66012 -1.53583 -0.23 -0.09 0.13
H -2.77343 1.81723 -4.11170 0.04 0.03 0.04
H -1.23150 2.66965 -3.88706 -0.05 -0.01 -0.01
H -2.58454 2.97549 -2.77927 0.03 -0.02 -0.03
H -2.42848 0.66160 -1.94736 -0.03 -0.02 0.14
H -0.06884 0.41919 -3.85358 -0.04 -0.04 0.00
H -1.60387 -0.46639 -3.95530 0.05 0.02 0.02
H -0.48408 -0.78138 -2.62070 -0.03 0.02 -0.04
C 0.77817 4.73723 -1.34662 0.13 -0.03 -0.11
Sb 1.59503 2.98176 -0.48890 0.49 0.42 -0.10
C 2.63869 2.16245 -2.13581 0.08 0.01 0.04
C 3.19348 3.85377 0.60280 0.05 -0.04 0.00
H 1.56882 5.32776 -1.81352 -0.07 -0.05 0.02
H 0.29236 5.31278 -0.56396 -0.03 0.04 0.03
H 0.03915 4.44011 -2.08845 -0.01 0.01 0.02
H 3.28952 2.92895 -2.56082 -0.06 -0.07 0.01
H 1.90433 1.83631 -2.86841 0.01 -0.02 -0.01
H 3.23285 1.30918 -1.81057 -0.05 0.01 -0.02
H 3.80506 4.42953 -0.09542 -0.04 -0.04 0.10
H 3.80133 3.08154 1.07272 -0.03 0.03 -0.01
H 2.79137 4.51198 1.37112 0.01 -0.02 0.01
N 0.63916 -5.77421 4.37070 0.12 0.04 -0.18
C 0.68666 -4.92146 3.28433 -0.04 -0.05 0.10
C 1.33650 -3.68339 3.38422 0.04 -0.01 0.08
C 1.41715 -2.84633 2.29342 -0.01 -0.12 -0.05
C 0.84555 -3.23064 1.08280 -0.08 0.02 0.16
C 0.20238 -4.45632 0.96625 0.01 0.05 0.00
C 0.12782 -5.29873 2.06004 -0.04 -0.06 0.03
S 0.93701 -2.14637 -0.28733 0.04 0.18 -0.06
O 2.26097 -1.60404 -0.35631 0.06 0.13 -0.06
O 0.38069 -2.85417 -1.41202 -0.11 0.09 -0.02
N -0.02486 -0.87589 0.09602 -0.84 0.42 -0.14
C -1.37350 -0.97599 0.09877 0.12 -0.28 -0.15
S -2.48421 -2.21763 -0.40156 0.27 0.02 0.10
C -3.81627 -1.16124 -0.03840 -0.02 -0.08 -0.04
C -3.38349 0.03601 0.38895 0.32 0.10 0.12
N -2.00743 0.13250 0.47784 -0.27 -0.45 -0.07
H 0.84812 -5.39623 5.27584 -0.03 0.04 0.05
H -0.03406 -6.51817 4.36018 -0.05 0.00 0.00
H 1.78483 -3.38834 4.32798 -0.04 -0.02 -0.07
H 1.93231 -1.89933 2.37047 -0.01 0.04 0.01
H -0.22217 -4.74589 0.01309 0.02 0.02 0.05
H -0.36422 -6.26257 1.97167 0.04 0.08 0.00
H -4.83674 -1.48671 -0.17362 0.12 0.02 0.03
H -3.98517 0.88713 0.66587 0.00 0.00 0.02
```
Positions in Å, forces in eV/Å.

# 4
The following is a DFT calculation (ωB97M-V with the def2-TZVPD basis set) of one molecule with the formula C15H24N6O3.

HOMO level = -8.4 eV
Largest force on an atom = 1.833 eV/A
ΔE to the lowest compared entry with this formula, charge and spin = 21.6 kcal per mole
SMILES = COCCNc1nc2nonc2nc1N(C)CC[C@H]1CCCCO1
Gap between HOMO and LUMO = 8.46 eV
Total charge = 0

```
48
Properties=species:S:1:pos:R:3:forces:R:3
C 1.47382 3.80478 -1.60402 0.03 0.12 0.01
O 1.70719 2.43012 -1.44951 0.04 -0.32 -0.05
C 3.03836 2.05299 -1.71225 0.05 -0.17 0.06
C 3.13254 0.53052 -1.63536 -0.01 0.32 -0.25
N 2.57872 0.06610 -0.38998 -0.03 0.31 0.40
C 1.73259 -0.97600 -0.31404 0.34 -0.55 -0.91
N 1.63844 -1.77118 -1.34958 0.18 0.63 -0.06
C 0.98549 -2.92553 -1.11347 -0.68 -1.13 1.06
N 0.71304 -3.92230 -1.91891 0.48 0.83 -0.43
O 0.14901 -4.87200 -1.14286 -0.09 -0.21 0.01
N 0.04865 -4.50840 0.15022 -0.04 0.43 0.87
C 0.55104 -3.30092 0.21627 0.18 -0.49 -1.76
N 0.58683 -2.43927 1.25563 0.07 0.71 0.41
C 1.06755 -1.25789 0.97216 -0.47 -0.97 0.52
N 1.03946 -0.29771 1.94604 0.31 0.00 0.07
C 0.72479 -0.76853 3.28091 0.09 -0.12 0.09
C 0.52982 1.02565 1.62237 -0.43 0.43 -0.08
C -0.99448 1.14763 1.77191 0.21 -0.38 -0.34
C -1.74497 0.11436 0.92568 -0.29 0.33 0.45
C -3.24310 0.43243 0.85786 0.22 -0.35 -0.07
C -3.94663 -0.57195 -0.05269 -0.02 0.24 -0.11
C -3.25485 -0.57872 -1.41376 0.23 -0.11 0.26
C -1.76623 -0.84954 -1.20974 -0.25 -0.25 -0.50
O -1.16873 0.10928 -0.36805 0.16 0.31 0.27
H 1.68591 4.13281 -2.62853 -0.02 0.01 0.02
H 2.08956 4.39445 -0.91233 -0.03 0.01 -0.02
H 0.42119 3.96542 -1.38218 0.01 0.10 -0.02
H 3.34991 2.39204 -2.71103 0.02 -0.05 0.10
H 3.71145 2.51664 -0.97023 -0.03 -0.01 -0.09
H 4.18117 0.22619 -1.73348 -0.10 0.01 -0.11
H 2.55208 0.06363 -2.43299 0.16 0.10 0.01
H 2.70859 0.64440 0.42320 -0.13 -0.10 0.01
H -0.30528 -1.11884 3.37508 -0.03 0.00 0.02
H 1.38106 -1.60515 3.51249 -0.07 0.02 0.10
H 0.90259 0.04373 3.98376 0.00 0.04 0.01
H 0.75906 1.26771 0.58514 0.10 0.05 0.15
H 1.01404 1.74970 2.28713 0.02 -0.01 -0.13
H -1.27271 2.14773 1.43538 -0.06 0.09 0.05
H -1.29835 1.03898 2.81339 -0.06 0.04 0.03
H -1.62469 -0.89091 1.36764 0.03 0.08 -0.04
H -3.66638 0.40553 1.86315 0.00 0.06 0.06
H -3.36908 1.43962 0.45434 0.01 0.09 0.04
H -5.00125 -0.31166 -0.15946 -0.02 -0.08 0.04
H -3.88628 -1.56961 0.38957 -0.06 -0.05 0.02
H -3.67812 -1.34569 -2.06243 0.00 0.00 -0.08
H -3.37702 0.39363 -1.89484 -0.02 0.02 -0.08
H -1.21514 -0.79945 -2.15112 -0.04 -0.11 0.06
H -1.64066 -1.85481 -0.77648 0.03 0.06 -0.05
```
Positions in Å, forces in eV/Å.

# 5
The following is a DFT calculation (ωB97M-V with the def2-TZVPD basis set) of one molecule with the formula C15H24O.

HOMO level = -8.3 eV
Largest force on an atom = 0.529 eV/A
ΔE to the lowest compared entry with this formula, charge and spin = 2.1 kcal per mole
SMILES = CCCCCCCCCc1ccc(O)cc1
Gap between HOMO and LUMO = 9.21 eV
Total charge = 0

```
40
Properties=species:S:1:pos:R:3:forces:R:3
C 1.87962 4.56977 -3.53024 0.02 -0.24 -0.01
C 1.48643 3.17980 -3.04696 -0.16 0.27 0.11
C 0.48974 3.24428 -1.89061 0.20 -0.33 0.01
C 0.04140 1.85879 -1.41743 -0.24 0.22 -0.18
C -1.00415 1.24525 -2.34730 0.22 -0.25 0.09
C -1.29662 -0.22921 -2.06917 -0.26 0.22 -0.03
C -1.91185 -0.50247 -0.68798 0.29 -0.18 -0.13
C -0.92192 -1.13347 0.28811 -0.52 0.08 0.08
C -1.57124 -1.43136 1.64471 0.34 -0.03 -0.21
C -0.61308 -2.15545 2.54703 -0.22 0.01 0.04
C -0.57361 -3.54295 2.57755 0.03 0.16 0.02
C 0.33494 -4.21406 3.37607 0.15 -0.09 0.11
C 1.22632 -3.50078 4.16672 -0.21 0.11 -0.20
O 2.13757 -4.11503 4.97472 0.11 -0.07 0.10
C 1.19644 -2.10969 4.14348 0.20 -0.26 0.15
C 0.28677 -1.45327 3.33919 -0.03 -0.12 -0.02
H 2.31366 5.14710 -2.71666 0.06 0.11 0.06
H 1.00840 5.10555 -3.90004 -0.08 0.11 -0.05
H 2.60959 4.50745 -4.33377 0.07 0.08 -0.09
H 2.37931 2.64271 -2.71957 0.01 -0.09 -0.01
H 1.05252 2.62109 -3.87821 0.04 -0.09 -0.02
H 0.95536 3.77725 -1.05770 -0.01 0.09 -0.01
H -0.38636 3.81993 -2.19949 -0.04 0.09 0.03
H -0.37653 1.94304 -0.41275 0.02 -0.09 0.10
H 0.91073 1.19977 -1.35919 0.07 -0.06 0.07
H -1.93105 1.81914 -2.26982 -0.05 0.05 -0.05
H -0.65651 1.32745 -3.37888 -0.03 0.08 -0.07
H -0.36914 -0.79590 -2.17074 0.05 -0.09 -0.06
H -1.97668 -0.58738 -2.84580 0.06 -0.05 -0.02
H -2.29344 0.42804 -0.26436 -0.11 0.08 0.05
H -2.76495 -1.17696 -0.79509 -0.04 0.03 0.05
H -0.06919 -0.47016 0.43555 0.15 0.00 -0.01
H -0.54642 -2.06893 -0.13343 0.09 0.00 -0.03
H -1.88199 -0.49078 2.10454 -0.10 -0.01 0.03
H -2.46168 -2.04293 1.48389 -0.07 0.04 0.03
H -1.26513 -4.11001 1.97003 -0.07 -0.05 -0.06
H 0.35105 -5.29718 3.38678 0.01 -0.07 0.02
H 2.04977 -5.07215 4.89514 -0.02 0.13 -0.01
H 1.89027 -1.56388 4.76338 0.09 0.06 0.07
H 0.27167 -0.37241 3.32830 0.00 0.12 0.01
```
Positions in Å, forces in eV/Å.

no.,energy (hartree)
1,-2523.5720
2,-996.3282
3,-9563.2212
4,-1140.1455
5,-661.2067